No. 1
ORCA calculation (wB97M-V/def2-TZVPD) on a structure of composition C6H4F9InO3S.

Atoms and positions in Å:
O 4.09 -1.01 1.42
S 3.17 -0.82 0.30
O 3.95 -0.52 -0.89
O 2.56 -2.11 0.00
C 1.96 0.41 0.69
C 0.96 0.55 -0.47
C -0.18 1.48 -0.05
F 0.40 2.47 0.70
F -0.73 2.06 -1.13
C -1.33 0.86 0.84
F -2.49 1.48 0.59
F -0.99 1.06 2.12
C -1.61 -0.66 0.70
F -2.60 -0.95 1.55
F -0.52 -1.37 1.05
C -2.12 -1.15 -0.72
F -2.27 -0.09 -1.59
F -3.30 -1.70 -0.64
F -1.28 -1.99 -1.28
H 1.49 0.08 1.62
H 2.54 1.32 0.82
H 0.63 -0.42 -0.83
H 1.46 1.04 -1.31
In -3.81 -0.02 -3.50

**Frontier orbital gap**: 4.09 eV
**Net charge**: +2
**Total energy**: -52871.345 eV
**HOMO energy**: -0.6907 hartree

Mulliken atomic charge list, values in e, 6 entries: -0.208 1.249 -0.201 -0.186 -0.522 -1.116


No. 2
ORCA calculation (wB97M-V/def2-TZVPD) on a structure of composition C2H5OP.

Atoms and positions in Å:
C 0.75 -0.61 0.17
C 0.00 0.37 -0.61
O -1.27 0.15 -0.93
P 0.32 0.39 1.69
H 0.26 -1.50 0.22
H 1.81 -0.62 0.22
H 0.37 1.38 -0.92
H -1.39 0.78 -1.70
H -0.84 -0.35 1.85

**Frontier orbital gap**: 7.92 eV
**Net charge**: 0
**Relative energy (zero: lowest compared OMol25 entry of this formula, charge and spin)**: 229.0 kJ/mol
**Total energy**: -13488.502 eV
**HOMO energy**: -0.2715 hartree

Mulliken atomic charge list, values in e, 6 entries: -0.599 -0.130 -0.416 -0.108 0.301 0.294


No. 3
ORCA calculation (wB97M-V/def2-TZVPD) on a structure of composition C33H46GeIrN8O.

Atoms and positions in Å:
Ir -0.10 -0.64 0.57
C -3.04 4.54 4.16
C -2.29 3.57 5.06
C -0.78 3.66 4.85
C -2.78 2.12 4.92
N -2.38 1.52 3.64
C -1.38 0.70 3.36
N -1.40 0.46 2.07
N -2.45 1.15 1.56
N -3.04 1.78 2.50
H -2.71 5.55 4.35
H -4.12 4.50 4.35
H -2.88 4.31 3.11
H -2.51 3.82 6.10
H -0.51 3.47 3.81
H -0.23 2.96 5.49
H -0.43 4.66 5.10
H -3.86 2.06 4.97
H -2.35 1.49 5.69
H -0.70 0.28 4.09
C -1.30 -0.50 -1.02
Ge -0.82 0.61 -2.50
C -2.37 0.94 -3.69
C -2.55 2.19 -4.30
C -3.68 2.43 -5.05
C -4.61 1.40 -5.25
C -4.41 0.14 -4.71
C -3.28 -0.11 -3.96
C 0.02 2.28 -1.99
C 1.32 2.62 -2.36
C 1.86 3.84 -1.99
C 1.11 4.74 -1.24
C -0.19 4.42 -0.87
C -0.73 3.19 -1.24
C 0.17 -0.33 -3.91
C 0.72 0.37 -4.99
C 1.37 -0.31 -6.00
C 1.45 -1.70 -5.97
C 0.88 -2.41 -4.92
C 0.23 -1.73 -3.90
H -2.32 -0.86 -0.88
H -1.82 2.97 -4.14
H -3.85 3.40 -5.49
H -5.48 1.60 -5.86
H -5.12 -0.65 -4.90
H -3.08 -1.10 -3.56
H 1.91 1.94 -2.96
H 2.87 4.10 -2.30
H 1.53 5.70 -0.97
H -0.78 5.12 -0.30
H -1.74 2.95 -0.94
H 0.66 1.45 -5.03
H 1.80 0.24 -6.83
H 1.94 -2.23 -6.77
H 0.94 -3.49 -4.90
H -0.22 -2.29 -3.09
C 2.82 -1.33 -0.80
C 2.97 -0.08 0.02
O 1.96 -0.08 1.06
C 2.16 0.93 2.09
C 1.82 2.32 1.60
H 3.53 -1.31 -1.63
H 1.82 -1.40 -1.25
H 3.01 -2.22 -0.21
H 2.85 0.82 -0.59
H 3.94 -0.05 0.52
H 3.20 0.85 2.41
H 1.53 0.62 2.92
H 2.52 2.67 0.84
H 1.87 3.02 2.43
H 0.82 2.36 1.18
C 2.30 -6.16 0.61
C 2.16 -6.34 2.12
C 3.27 -5.62 2.88
C 0.77 -5.94 2.62
N 0.50 -4.51 2.42
C 0.09 -3.85 1.34
N 0.03 -2.57 1.66
N 0.43 -2.46 2.95
N 0.70 -3.62 3.41
H 3.24 -6.60 0.27
H 2.33 -5.10 0.34
H 1.49 -6.64 0.06
H 2.22 -7.41 2.34
H 3.23 -4.54 2.72
H 4.24 -5.97 2.55
H 3.20 -5.80 3.96
H 0.67 -6.10 3.69
H -0.02 -6.49 2.10
H -0.17 -4.30 0.40

**Frontier orbital gap (alpha / beta)**: 7.75 / 4.92 eV
**Net charge**: +2
**Relative energy (zero: lowest compared OMol25 entry of this formula, charge and spin)**: 0.0 kJ/mol
**Expectation value of S²**: 8.7766
**Total energy**: -108269.476 eV
**HOMO energy (alpha / beta)**: -0.4475 / -0.5116 hartree
**Spin multiplicity**: 6

Mulliken atomic charge list, values in e, 6 entries: 1.709 -1.428 0.789 -1.284 -1.163 0.597


No. 4
ORCA calculation (wB97M-V/def2-TZVPD) on a cluster of 6 separate species, C38H84N8O6 in total.

Atoms and positions in Å:
C -6.83 6.19 -17.84
C -5.65 6.62 -16.94
C -6.06 8.05 -16.37
C -5.33 8.40 -15.05
C -5.47 7.32 -14.05
C -5.09 5.93 -14.46
N -5.63 5.61 -15.85
O -5.28 4.30 -16.26
C -3.55 5.72 -14.47
C -5.69 5.02 -13.49
C -4.35 6.66 -17.84
H -6.92 6.90 -18.67
H -7.74 6.19 -17.26
H -6.87 5.22 -18.34
H -5.81 8.90 -17.00
H -7.09 8.38 -16.19
H -5.84 9.18 -14.49
H -4.30 8.60 -15.35
H -6.46 7.33 -13.60
H -4.92 7.48 -13.12
H -3.06 6.69 -14.58
H -3.12 5.28 -13.57
H -3.23 5.07 -15.28
H -6.78 5.07 -13.57
H -5.36 3.99 -13.62
H -5.38 5.31 -12.48
H -4.16 5.79 -18.46
H -3.47 7.18 -17.48
H -4.64 7.37 -18.62
H -6.08 4.02 -16.71
C -5.51 12.26 -12.21
C -5.50 12.88 -13.56
C -4.13 12.62 -14.40
C -4.18 12.86 -15.91
C -5.35 12.25 -16.65
C -6.76 12.63 -15.88
N -6.58 12.27 -14.41
O -7.73 12.30 -13.77
C -7.14 14.15 -16.09
C -7.86 11.71 -16.49
C -5.67 14.55 -13.43
H -5.41 11.17 -12.24
H -6.40 12.56 -11.65
H -4.66 12.56 -11.60
H -3.41 13.29 -13.95
H -3.82 11.57 -14.35
H -3.21 12.60 -16.34
H -4.18 13.95 -16.02
H -5.20 11.19 -16.87
H -5.18 12.75 -17.60
H -7.21 14.28 -17.17
H -8.05 14.40 -15.55
H -6.57 14.97 -15.63
H -8.76 12.07 -16.00
H -7.94 11.70 -17.58
H -7.60 10.66 -16.37
H -5.15 15.18 -14.16
H -5.26 14.95 -12.51
H -6.73 14.80 -13.43
H -8.07 11.46 -14.11
C 1.56 10.40 -20.01
C 1.41 10.55 -21.51
C 0.75 11.94 -21.81
C 0.98 12.66 -23.17
C 2.31 12.37 -23.78
C 2.91 10.96 -23.65
N 2.65 10.34 -22.30
O 3.26 9.11 -22.17
C 2.40 10.12 -24.86
C 4.43 11.11 -23.64
C 0.36 9.55 -21.92
H 0.68 10.69 -19.44
H 2.46 10.99 -19.87
H 1.84 9.42 -19.63
H -0.30 11.89 -21.53
H 1.00 12.62 -20.99
H 0.84 13.73 -23.01
H 0.26 12.40 -23.95
H 2.92 13.07 -23.20
H 2.45 12.81 -24.76
H 2.82 10.43 -25.82
H 2.96 9.18 -24.85
H 1.39 9.78 -25.10
H 4.78 11.27 -24.66
H 4.93 11.82 -22.98
H 4.85 10.13 -23.41
H -0.61 9.84 -21.52
H 0.71 8.54 -21.71
H 0.26 9.61 -23.01
H 4.10 9.35 -21.76
C -0.18 4.65 -23.17
C -0.03 3.75 -21.97
C 1.48 3.72 -21.63
C 1.77 5.03 -20.88
C 0.89 5.29 -19.60
C -0.65 5.21 -19.87
N -0.96 4.25 -20.92
O -2.36 4.09 -21.27
C -1.30 4.66 -18.58
C -1.20 6.64 -20.23
C -0.39 2.25 -22.27
H -0.24 5.72 -22.93
H -1.11 4.48 -23.70
H 0.57 4.49 -23.94
H 1.87 2.84 -21.12
H 2.04 3.85 -22.55
H 1.63 5.92 -21.50
H 2.81 5.12 -20.58
H 1.00 6.36 -19.38
H 1.25 4.70 -18.76
H -2.25 4.13 -18.60
H -0.54 3.98 -18.19
H -1.45 5.45 -17.84
H -2.24 6.81 -19.94
H -0.72 7.43 -19.65
H -1.04 6.94 -21.26
H -1.12 2.25 -23.08
H -0.78 1.85 -21.33
H 0.40 1.66 -22.73
H -2.56 3.43 -20.60
C -2.64 10.55 -18.80
O -1.93 10.88 -17.86
N -2.66 9.41 -19.37
N -3.51 11.26 -19.46
H -1.77 8.94 -19.33
H -3.27 9.36 -20.17
H -4.06 10.84 -20.19
H -3.67 12.22 -19.21
C -5.67 9.55 -22.18
O -5.54 10.80 -21.93
N -5.50 9.01 -23.31
N -6.01 8.69 -21.29
H -4.95 9.57 -23.94
H -5.28 8.03 -23.21
H -6.13 7.75 -21.64
H -6.22 9.07 -20.38

**Frontier orbital gap**: 7.68 eV
**SMILES**: CC1(C)CCCC(C)(C)N1O.CC1(C)CCCC(C)(C)N1O.CC1(C)CCCC(C)(C)N1O.CC1(C)CCCC(C)(C)N1O.NC(N)=O.NC(N)=O
**Net charge**: 0
**Relative energy (zero: lowest compared OMol25 entry of this formula, charge and spin)**: 624.8 kJ/mol
**Total energy**: -64964.385 eV
**HOMO energy**: -0.2821 hartree

Mulliken atomic charge list, values in e, 6 entries: -2.110 2.248 -1.189 0.444 -2.443 2.003


It is found that the max |F| values, taken in the order of the records, are 1.1 3.8 0.8 7.6 eV/Å.